Entry 1:
{"formula": "C30H60Br14Cl16", "method": "the ωB97M-V functional and the def2-TZVPD basis", "species": ["Cl", "C", "C", "Cl", "H", "H", "H", "H", "Cl", "C", "C", "Cl", "H", "H", "H", "H", "Cl", "C", "C", "Cl", "H", "H", "H", "H", "Cl", "C", "C", "Cl", "H", "H", "H", "H", "Cl", "C", "C", "Cl", "H", "H", "H", "H", "Cl", "C", "C", "Cl", "H", "H", "H", "H", "Cl", "C", "C", "Cl", "H", "H", "H", "H", "Cl", "C", "C", "Cl", "H", "H", "H", "H", "Br", "C", "C", "Br", "H", "H", "H", "H", "Br", "C", "C", "Br", "H", "H", "H", "H", "Br", "C", "C", "Br", "H", "H", "H", "H", "Br", "C", "C", "Br", "H", "H", "H", "H", "Br", "C", "C", "Br", "H", "H", "H", "H", "Br", "C", "C", "Br", "H", "H", "H", "H", "Br", "C", "C", "Br", "H", "H", "H", "H"], "xyz": [[-2.535, 0.605, 3.543], [-3.284, 1.918, 4.590], [-2.574, 3.316, 4.453], [-3.426, 4.547, 5.395], [-3.199, 1.519, 5.601], [-4.344, 2.037, 4.367], [-2.413, 3.637, 3.423], [-1.596, 3.208, 4.922], [-1.222, 6.858, 3.074], [-1.820, 6.717, 1.445], [-1.329, 5.382, 0.842], [0.331, 5.657, 0.254], [-1.528, 7.608, 0.890], [-2.904, 6.597, 1.468], [-1.888, 4.967, 0.004], [-1.098, 4.606, 1.573], [3.643, -2.699, -3.769], [3.283, -2.083, -5.394], [2.008, -1.215, -5.395], [2.255, 0.257, -4.458], [3.027, -2.915, -6.049], [4.069, -1.508, -5.883], [1.128, -1.738, -5.021], [1.836, -0.840, -6.403], [-4.401, 4.077, 0.942], [-4.421, 2.713, -0.178], [-5.504, 1.661, 0.176], [-7.105, 2.277, -0.110], [-3.419, 2.288, -0.126], [-4.518, 3.037, -1.215], [-5.392, 1.439, 1.237], [-5.343, 0.667, -0.242], [2.371, 3.684, -1.666], [3.705, 3.466, -2.830], [3.190, 3.883, -4.324], [2.682, 5.606, -4.243], [3.855, 2.394, -2.701], [4.666, 3.870, -2.511], [2.278, 3.323, -4.529], [3.877, 3.824, -5.169], [-6.012, 0.435, -2.985], [-5.198, -0.950, -3.829], [-5.958, -2.270, -3.666], [-6.342, -2.548, -1.951], [-4.156, -1.069, -3.530], [-5.088, -0.669, -4.877], [-5.444, -3.122, -4.109], [-6.896, -2.076, -4.187], [-0.724, -6.176, -5.153], [-1.047, -6.221, -3.379], [-1.778, -4.921, -2.922], [-0.831, -3.496, -3.400], [-0.037, -6.317, -2.980], [-1.620, -7.132, -3.206], [-1.988, -4.707, -1.874], [-2.797, -4.782, -3.284], [-0.270, 1.165, -1.520], [0.517, 0.161, -0.270], [0.000, 0.684, 1.039], [0.758, 2.246, 1.525], [1.595, 0.318, -0.316], [0.264, -0.899, -0.292], [0.323, 0.039, 1.857], [-1.073, 0.870, 1.003], [-3.053, -1.289, -0.854], [-3.891, -1.858, 0.871], [-3.516, -3.325, 0.965], [-4.303, -4.281, 2.511], [-4.967, -1.697, 0.800], [-3.303, -1.351, 1.637], [-2.431, -3.406, 1.038], [-3.937, -3.782, 0.070], [1.205, 3.800, 4.791], [2.823, 4.682, 4.104], [3.994, 3.749, 4.266], [5.646, 4.716, 3.686], [2.978, 5.550, 4.744], [2.749, 4.886, 3.036], [3.938, 2.982, 3.493], [4.110, 3.227, 5.216], [4.884, -3.717, 0.894], [3.079, -4.439, 0.956], [2.992, -5.344, -0.313], [1.244, -6.189, -0.220], [2.286, -3.696, 1.046], [3.063, -4.987, 1.898], [3.763, -6.114, -0.327], [2.991, -4.653, -1.156], [-0.744, 1.181, -5.880], [-1.591, 2.775, -4.935], [-0.524, 3.749, -4.477], [-1.277, 5.384, -3.586], [-2.139, 2.393, -4.074], [-2.184, 3.262, -5.709], [0.252, 4.022, -5.192], [-0.123, 3.311, -3.563], [3.722, 0.264, 1.232], [5.212, 1.169, 0.388], [5.864, 0.232, -0.646], [7.727, 0.995, -1.080], [5.941, 1.326, 1.183], [4.824, 2.081, -0.066], [5.325, 0.026, -1.571], [5.995, -0.763, -0.222], [0.064, -1.370, 5.067], [1.862, -0.577, 4.910], [2.942, -1.439, 5.705], [2.887, -3.166, 4.779], [1.805, 0.406, 5.377], [2.076, -0.573, 3.841], [2.726, -1.639, 6.755], [3.935, -0.994, 5.639], [-0.148, -4.122, 2.584], [-0.170, -5.785, 3.531], [1.177, -6.386, 3.716], [0.857, -8.087, 4.719], [-0.721, -6.571, 3.013], [-0.524, -5.548, 4.534], [1.750, -5.794, 4.430], [1.717, -6.442, 2.771]], "e_homo_ev": -9.969, "e_above_lowest_kcal_mol": 34.7, "lumo_energy_ev": 0.104, "charge": 0, "orbital_gap_ev": 10.073, "e_tot_ha": -44578.32273}

***

Entry 2:
{"formula": "C22H32N2O2", "method": "the ωB97M-V functional and the def2-TZVPD basis", "species": ["C", "C", "C", "C", "C", "C", "C", "C", "C", "N", "C", "O", "C", "C", "C", "C", "O", "N", "C", "C", "C", "C", "C", "C", "C", "C", "H", "H", "H", "H", "H", "H", "H", "H", "H", "H", "H", "H", "H", "H", "H", "H", "H", "H", "H", "H", "H", "H", "H", "H", "H", "H", "H", "H", "H", "H", "H", "H"], "xyz": [[3.292, 0.451, 3.758], [2.115, 1.356, 3.521], [0.932, 1.117, 4.211], [-0.175, 1.929, 4.049], [-0.106, 3.015, 3.196], [1.064, 3.264, 2.505], [2.176, 2.444, 2.648], [3.381, 2.724, 1.788], [3.099, 2.266, 0.346], [2.699, 0.878, 0.303], [1.398, 0.513, 0.247], [0.504, 1.298, 0.020], [1.162, -0.981, 0.499], [2.138, -1.870, -0.289], [1.444, -3.160, -0.720], [0.294, -2.805, -1.645], [0.133, -3.328, -2.732], [-0.490, -1.821, -1.159], [-1.653, -1.391, -1.927], [-1.725, 0.133, -2.054], [-2.243, 0.558, -3.428], [-3.740, 0.336, -3.629], [-4.221, -1.091, -3.361], [-4.232, -1.445, -1.872], [-2.920, -2.029, -1.342], [-0.301, -1.356, 0.194], [3.033, -0.322, 4.478], [4.135, 1.015, 4.158], [3.617, -0.036, 2.840], [0.878, 0.274, 4.886], [-1.085, 1.715, 4.590], [-0.961, 3.661, 3.063], [1.117, 4.107, 1.832], [3.586, 3.796, 1.772], [4.266, 2.215, 2.167], [2.267, 2.837, -0.070], [3.986, 2.406, -0.279], [3.389, 0.196, 0.574], [1.315, -1.123, 1.575], [2.474, -1.347, -1.188], [3.018, -2.111, 0.312], [2.131, -3.813, -1.259], [1.063, -3.699, 0.150], [-1.477, -1.813, -2.923], [-0.723, 0.543, -1.921], [-2.355, 0.560, -1.274], [-1.689, 0.014, -4.197], [-2.036, 1.622, -3.567], [-4.294, 1.017, -2.976], [-3.988, 0.602, -4.659], [-3.611, -1.806, -3.914], [-5.243, -1.173, -3.742], [-5.019, -2.178, -1.682], [-4.491, -0.549, -1.306], [-2.910, -1.917, -0.255], [-2.880, -3.099, -1.562], [-0.624, -2.129, 0.904], [-0.916, -0.467, 0.343]], "e_homo_ev": -8.856, "e_above_lowest_kcal_mol": 7.2, "lumo_energy_ev": 0.522, "charge": 0, "orbital_gap_ev": 9.378, "e_tot_ha": -1117.56371, "smiles": "Cc1ccccc1CCNC(=O)[C@@H]1CCC(=O)N(C2CCCCCC2)C1"}

***

Entry 3:
{"formula": "C32H22BrF4IN3PRu", "method": "the ωB97M-V functional and the def2-TZVPD basis", "species": ["Ru", "N", "C", "C", "C", "C", "C", "C", "C", "C", "N", "C", "H", "H", "H", "H", "H", "H", "H", "H", "F", "C", "C", "F", "C", "F", "C", "P", "C", "C", "C", "C", "C", "C", "C", "C", "C", "C", "C", "C", "C", "Br", "C", "F", "H", "H", "H", "H", "H", "H", "H", "H", "H", "H", "I", "C", "C", "C", "C", "C", "N", "H", "H", "H", "H"], "xyz": [[0.188, 1.552, 0.103], [1.308, 0.706, 1.672], [2.241, -0.277, 1.134], [3.013, -1.087, 1.918], [3.923, -1.990, 1.327], [4.056, -2.050, -0.032], [3.263, -1.223, -0.866], [3.355, -1.225, -2.279], [2.543, -0.403, -3.007], [1.618, 0.418, -2.337], [1.505, 0.453, -1.024], [2.336, -0.346, -0.271], [1.830, 1.435, 2.160], [0.709, 0.271, 2.375], [2.942, -1.028, 2.998], [4.533, -2.617, 1.964], [4.777, -2.717, -0.487], [4.079, -1.868, -2.766], [2.599, -0.362, -4.085], [0.952, 1.062, -2.897], [-6.220, 1.855, -2.627], [-5.153, 1.386, -2.036], [-5.212, 0.199, -1.321], [-6.337, -0.470, -1.236], [-4.062, -0.282, -0.707], [-4.141, -1.449, -0.076], [-2.851, 0.398, -0.757], [-1.360, -0.167, 0.125], [-0.857, -1.646, -0.853], [0.124, -2.548, -0.306], [0.551, -3.717, -0.982], [0.049, -4.002, -2.214], [-0.903, -3.103, -2.777], [-1.336, -1.937, -2.093], [-1.832, -0.946, 1.684], [-2.209, -2.289, 1.797], [-2.527, -2.824, 3.034], [-2.497, -2.022, 4.169], [-2.141, -0.684, 4.067], [-1.800, -0.151, 2.834], [-2.822, 1.575, -1.506], [-1.210, 2.551, -1.768], [-3.943, 2.068, -2.138], [-3.887, 3.180, -2.849], [0.555, -2.350, 0.669], [1.271, -4.364, -0.499], [0.351, -4.889, -2.753], [-1.335, -3.313, -3.749], [-2.080, -1.312, -2.571], [-2.319, -2.915, 0.919], [-2.825, -3.861, 3.111], [-2.762, -2.439, 5.131], [-2.131, -0.057, 4.949], [-1.521, 0.892, 2.759], [-0.821, 3.583, 1.849], [0.984, 4.223, 1.007], [1.572, 5.446, 1.234], [2.773, 5.695, 0.578], [3.312, 4.724, -0.255], [2.640, 3.528, -0.419], [1.481, 3.275, 0.209], [1.117, 6.174, 1.889], [3.279, 6.642, 0.718], [4.243, 4.891, -0.778], [3.021, 2.747, -1.063]], "e_homo_ev": [-17.118, -17.117], "multiplicity": 2, "e_above_lowest_kcal_mol": 0.0, "lumo_energy_ev": [-9.010, -12.779], "charge": 3, "orbital_gap_ev": [8.108, 4.338], "e_tot_ha": -5103.38129}

***

Entry 4:
{"formula": "C4H4CdO5", "method": "the ωB97M-V functional and the def2-TZVPD basis", "species": ["O", "H", "O", "O", "C", "C", "O", "C", "H", "H", "H", "Cd", "C", "O"], "xyz": [[1.112, -0.387, 0.406], [-2.341, 0.209, -1.407], [1.051, 1.855, 0.281], [-0.380, 0.647, -1.023], [-1.499, -0.185, -0.822], [-1.748, -0.115, 0.703], [-0.745, 0.752, 1.174], [0.330, 0.740, 0.221], [-1.293, -1.218, -1.146], [-1.661, -1.112, 1.166], [-2.730, 0.307, 0.954], [2.715, 0.954, 0.699], [3.345, -0.683, -0.526], [3.845, -1.763, -0.679]], "e_homo_ev": [-2.582, -4.401], "multiplicity": 2, "e_above_lowest_kcal_mol": 0.5, "lumo_energy_ev": [3.841, 3.377], "charge": -1, "orbital_gap_ev": [6.423, 7.778], "e_tot_ha": -698.70894}

***

What did the fourth record say?
{"formula": "C4H4CdO5", "method": "the ωB97M-V functional and the def2-TZVPD basis", "species": ["O", "H", "O", "O", "C", "C", "O", "C", "H", "H", "H", "Cd", "C", "O"], "xyz": [[1.112, -0.387, 0.406], [-2.341, 0.209, -1.407], [1.051, 1.855, 0.281], [-0.380, 0.647, -1.023], [-1.499, -0.185, -0.822], [-1.748, -0.115, 0.703], [-0.745, 0.752, 1.174], [0.330, 0.740, 0.221], [-1.293, -1.218, -1.146], [-1.661, -1.112, 1.166], [-2.730, 0.307, 0.954], [2.715, 0.954, 0.699], [3.345, -0.683, -0.526], [3.845, -1.763, -0.679]], "e_homo_ev": [-2.582, -4.401], "multiplicity": 2, "e_above_lowest_kcal_mol": 0.5, "lumo_energy_ev": [3.841, 3.377], "charge": -1, "orbital_gap_ev": [6.423, 7.778], "e_tot_ha": -698.70894}

***

Q: Which formula does entry 1 have?
A: C30H60Br14Cl16